# 1
DFT (wB97M-V/def2-TZVPD) results for 2 unconnected molecules or ions with the total composition C4H16Si3 at a distorted geometry.

```
23
Properties=species:S:1:pos:R:3:forces:R:3
C 0.825 -1.265 2.180 -2.868 0.655 0.553
C 0.957 0.996 -1.288 -2.844 -2.233 -1.566
C -1.897 -0.324 -0.327 -2.269 2.190 -0.908
C -1.246 2.776 0.133 0.278 1.090 -2.236
Si 0.020 -3.278 -1.200 -2.274 -0.337 -0.370
Si 0.497 0.645 2.089 -0.216 -1.249 -0.651
Si -0.491 1.001 -0.021 -0.319 1.087 -0.306
H 0.191 -1.622 1.358 0.607 -0.025 -0.498
H 1.814 -1.606 2.080 1.134 -0.617 0.056
H 0.206 -1.731 2.991 1.268 0.470 0.000
H 1.016 -0.053 -1.768 0.100 1.536 0.778
H 0.675 1.662 -2.106 0.145 0.080 -0.072
H 1.886 1.263 -0.912 1.680 0.510 0.863
H -2.842 -0.184 0.299 1.202 0.499 -0.706
H -2.290 -0.678 -1.334 0.916 0.849 0.983
H -1.487 -1.129 0.133 1.250 -2.920 1.164
H -0.394 3.568 0.180 -1.516 -1.305 0.566
H -1.793 3.112 -0.841 0.851 -0.845 1.377
H -2.039 2.844 0.899 0.792 0.177 0.009
H -0.223 -1.977 -1.729 -0.573 0.579 -0.466
H 1.367 -3.296 -0.931 2.068 -0.881 0.673
H -1.115 -4.276 -1.101 0.927 0.421 0.022
H -0.645 0.851 2.969 -0.339 0.271 0.737
```
Positions in Å, forces in eV/Å.

LUMO level (spin up / spin down), eV: 0.91 / -1.08
ΔE to the lowest compared entry with this formula, charge and spin, kJ/mol: 41.6
<S²>: 2.005
E_HOMO (spin up / spin down), eV: -7.19 / -9.03
Gap between HOMO and LUMO (spin up / spin down), eV: 8.11 / 7.95
Multiplicity: 3
E, Eh: -1030.2822

=====

# 2
DFT (wB97M-V/def2-TZVPD) results for 3 unconnected molecules or ions with the total composition C4H17N2O2 at a distorted geometry.

```
25
Properties=species:S:1:pos:R:3:forces:R:3
C 1.860 2.183 0.448 1.254 0.383 0.156
C 0.519 1.509 0.173 -0.230 1.199 0.114
C 0.216 0.505 1.280 0.560 -0.193 1.123
C -1.216 0.020 1.484 0.595 0.454 -1.299
N -1.685 -0.383 0.090 0.164 -0.023 0.259
N 0.410 0.872 -1.151 -0.008 -0.521 0.010
H 1.880 3.233 0.129 -0.159 -0.224 0.217
H 2.179 2.113 1.496 -0.562 0.376 -0.054
H 2.749 1.751 -0.028 -0.450 -0.418 -0.482
H -0.223 2.332 0.175 0.047 -0.475 0.143
H 0.574 0.902 2.246 -0.325 0.034 -0.399
H 0.833 -0.371 1.119 0.159 0.009 -0.120
H -1.206 -0.890 2.077 -0.338 0.262 0.305
H -1.819 0.836 1.880 -0.320 -0.363 -0.035
H -2.663 -0.248 -0.151 -0.106 -0.130 0.333
H -1.080 0.122 -0.616 0.068 -0.149 -0.066
H 0.273 1.494 -1.937 0.135 0.382 0.245
H 1.267 0.356 -1.328 -0.171 -0.119 -0.088
H -1.414 -1.358 -0.033 -0.260 -0.081 -0.277
H -0.481 -2.106 -2.639 0.489 0.175 -0.450
H -1.881 -2.674 -2.911 0.173 0.011 0.108
O -1.291 -2.361 -2.212 -0.633 -0.130 0.444
H 1.396 -2.527 0.483 0.562 0.255 0.578
H 0.309 -3.016 -0.346 -0.552 0.204 0.014
O 0.492 -2.293 0.276 -0.092 -0.916 -0.779
```
Positions in Å, forces in eV/Å.

LUMO level, eV: -2.75
ΔE to the lowest compared entry with this formula, charge and spin, kJ/mol: 51.3
E_HOMO, eV: -13.66
Gap between HOMO and LUMO, eV: 10.92
Net charge: +1
E, Eh: -422.3731

=====

# 3
DFT (wB97M-V/def2-TZVPD) results for 4 unconnected molecules or ions with the total composition C4H17N2O3 at a distorted geometry.

```
26
Properties=species:S:1:pos:R:3:forces:R:3
C -0.283 3.200 -0.217 1.766 1.487 -1.690
C -1.104 2.466 -1.280 -2.330 -0.050 0.697
C -0.856 0.979 -1.133 -0.498 -2.281 -1.482
N 1.733 0.097 -0.392 1.429 -0.241 0.325
C 1.475 0.240 -1.683 -0.032 -2.302 -0.422
N 0.229 0.453 -2.061 1.091 2.065 -0.380
H 0.228 2.561 0.501 -0.726 -0.175 0.398
H 0.610 3.668 -0.696 -0.613 0.058 0.206
H -0.849 4.018 0.230 0.195 -0.276 0.259
H -1.109 2.783 -2.354 0.732 0.017 0.967
H -2.195 2.692 -1.004 1.294 -0.812 -0.359
H -1.649 0.276 -1.483 -0.125 1.050 0.608
H -0.615 0.690 -0.099 -0.215 0.066 -0.542
H 2.394 -0.604 -0.023 -0.170 0.958 -0.688
H 1.199 0.576 0.312 -0.389 -0.262 0.149
H 2.272 -0.102 -2.450 -1.546 0.693 1.320
H 0.086 0.640 -3.066 0.015 -0.161 0.790
H -0.355 -4.210 -0.531 -0.003 -0.644 0.541
H -0.011 -3.956 1.060 -0.374 -0.735 0.014
O -0.103 -3.613 0.172 0.363 1.453 -0.944
H -0.342 -0.264 3.163 -0.041 0.304 -0.362
H -0.752 1.131 2.677 0.135 -0.432 -0.129
O -0.380 0.288 2.362 -0.024 0.220 0.397
H -0.588 -2.189 2.097 0.202 0.183 -0.051
H 0.240 -2.840 3.278 0.064 0.272 -0.039
O -0.482 -2.960 2.658 -0.202 -0.455 0.417
```
Positions in Å, forces in eV/Å.

LUMO level, eV: -3.46
ΔE to the lowest compared entry with this formula, charge and spin, kJ/mol: 133.7
E_HOMO, eV: -13.81
Gap between HOMO and LUMO, eV: 10.35
Net charge: +1
E, Eh: -497.5757

=====

# 4
DFT (wB97M-V/def2-TZVPD) results for 4 unconnected molecules or ions with the total composition C4H17NO4S2 at a distorted geometry.

```
28
Properties=species:S:1:pos:R:3:forces:R:3
N 0.589 0.736 2.542 -0.834 -3.496 0.405
C 0.844 -0.614 2.112 0.302 -0.598 -1.197
C 0.273 -1.699 3.024 -0.838 -0.669 0.812
O -1.154 -1.586 2.988 0.629 0.601 0.273
C 0.289 -0.899 0.620 0.175 -1.105 0.411
S 1.475 -1.000 -0.715 -0.127 0.916 -0.335
S 1.578 0.940 -1.515 0.445 -0.597 0.970
C 0.600 1.046 -3.009 0.618 1.118 -0.637
H 0.288 1.338 1.768 0.015 1.251 -0.002
H 0.113 0.588 3.442 -0.137 1.627 -0.170
H 1.926 -0.790 2.112 0.212 0.149 -0.473
H 0.696 -1.650 4.033 -0.297 0.569 0.236
H 0.497 -2.747 2.766 0.667 0.692 -0.698
H -1.528 -2.465 2.942 -0.279 -0.152 0.113
H -0.104 -1.917 0.807 0.436 0.233 -0.544
H -0.608 -0.400 0.294 -0.137 0.908 0.323
H 0.179 0.105 -3.295 -0.435 -0.312 -0.140
H -0.085 1.889 -2.979 -0.636 -0.545 0.518
H 1.297 1.411 -3.758 0.329 -0.584 -0.295
H 0.142 2.904 -0.216 0.076 -0.697 -0.090
H -0.117 3.391 1.152 -0.325 0.072 0.355
O -0.244 2.597 0.619 0.201 0.650 0.029
H -3.085 1.497 -2.374 0.058 -0.188 0.130
H -2.136 2.129 -1.363 -0.044 0.229 0.244
O -2.306 1.313 -1.832 -0.027 -0.091 -0.210
H -2.422 -1.128 -1.757 -0.554 0.179 0.026
H -3.307 -2.316 -2.047 -0.213 -0.353 -0.132
O -3.346 -1.426 -1.696 0.720 0.193 0.075
```
Positions in Å, forces in eV/Å.

LUMO level (spin up / spin down), eV: -2.82 / -7.82
ΔE to the lowest compared entry with this formula, charge and spin, kJ/mol: 13.9
<S²>: 0.755
E_HOMO (spin up / spin down), eV: -12.38 / -12.34
Gap between HOMO and LUMO (spin up / spin down), eV: 9.56 / 4.52
Net charge: +1
Multiplicity: 2
E, Eh: -1314.3393